Formula: C25H24ClN3O3S
Source: OMol25
Level of theory: ωB97M-V with the def2-TZVPD basis set

Results
Max |F| (eV/Å): 1.2
Structure (SMILES): COc1cc(-n2cnc3cc(-c4ccc(Cl)cc4)sc3c2=O)ccc1OCCN1CCCC1
Orbital gap (eV): 7.7
E_HOMO (hartree): -0.292

```
57
Properties=species:S:1:pos:R:3:forces:R:3:mulliken_charge:R:1
C 0.571191 2.927842 -2.706478 0.1 0.1 0.1 -1.04
H 1.640592 2.691403 -2.708397 -0.1 0.0 0.0 0.34
H 0.419633 3.896417 -3.180841 0.0 0.0 0.1 0.27
H 0.206671 2.965243 -1.676638 0.0 0.0 0.0 0.41
O -0.161608 2.005843 -3.478711 -0.2 -0.4 -0.2 -0.47
C -0.287794 0.732831 -3.018675 0.1 -0.2 0.0 0.93
C 0.405826 0.253694 -1.917144 0.0 0.1 -0.1 -0.03
C 0.279518 -1.067536 -1.508659 -0.4 0.0 -0.5 -0.79
C -0.539700 -1.939340 -2.204490 0.2 0.2 0.4 -0.54
C -1.236412 -1.466533 -3.300468 0.0 0.4 -0.3 -0.69
C -1.138102 -0.146711 -3.722285 0.1 -0.3 0.2 0.47
O -1.832348 0.172330 -4.852381 0.4 -0.1 0.1 -0.55
C -2.573017 1.380723 -4.885698 -0.6 0.3 0.1 -0.48
C -3.640827 1.416831 -3.784594 0.3 0.0 -0.4 -0.97
N -3.041906 1.805394 -2.520122 0.0 -0.1 0.0 0.49
C -3.096452 3.236997 -2.276152 0.0 0.1 0.0 -0.93
C -4.470635 3.517711 -1.628873 0.1 0.0 -0.1 -0.72
H -5.196386 3.809681 -2.388454 0.0 0.0 0.0 0.25
H -4.406381 4.322257 -0.899200 0.0 0.1 0.0 0.41
C -4.855479 2.174760 -0.988136 0.0 -0.1 0.0 -0.53
H -4.991382 2.253994 0.088166 -0.1 0.0 0.0 0.39
H -5.779651 1.789060 -1.418954 0.0 0.0 0.0 0.23
C -3.671139 1.246895 -1.337561 -0.1 -0.1 0.2 -0.81
H -2.927599 1.264727 -0.535135 -0.1 -0.1 0.1 0.21
H -3.969554 0.212239 -1.502155 0.1 0.0 0.0 0.46
H -2.299017 3.484816 -1.570982 0.0 0.1 0.0 0.32
H -2.934959 3.797667 -3.196142 0.1 0.0 0.0 0.44
H -4.450806 2.092874 -4.096303 -0.1 0.0 0.0 0.46
H -4.057246 0.410590 -3.691275 0.0 0.0 0.0 0.40
H -3.043285 1.375351 -5.872312 0.0 0.0 0.1 0.40
H -1.914638 2.248611 -4.797664 -0.1 -0.1 -0.1 0.20
H -1.885966 -2.122743 -3.858165 -0.1 0.0 -0.1 0.47
H -0.651982 -2.963537 -1.884292 0.0 -0.1 0.0 0.53
N 1.024297 -1.522992 -0.385366 0.0 0.2 0.3 0.13
C 1.773289 -2.651110 -0.503068 0.3 -0.3 -0.1 0.07
N 2.505111 -3.178241 0.408378 0.3 -0.5 -0.2 -0.63
C 2.532949 -2.537410 1.609141 -0.7 1.0 0.0 -0.08
C 1.787814 -1.382528 1.831992 0.3 -0.4 0.3 -0.06
C 0.954584 -0.791535 0.824124 0.0 -0.1 0.1 0.54
O 0.260001 0.196651 0.934605 -0.1 0.2 0.1 -0.68
S 2.005074 -0.777175 3.430351 0.2 -0.3 -0.2 -0.35
C 3.121670 -2.070352 3.799062 -0.5 0.1 -0.9 0.60
C 3.290869 -2.917387 2.737092 0.0 0.2 0.4 -0.65
H 3.914026 -3.791127 2.742996 0.1 -0.2 0.0 0.42
C 3.757204 -2.134092 5.100731 0.3 0.0 0.6 1.08
C 4.909172 -2.900194 5.298390 -0.2 0.2 0.0 -0.39
C 5.519975 -2.953867 6.534730 0.0 0.0 0.1 -0.77
C 4.984970 -2.237102 7.594837 -0.1 0.0 -0.2 0.40
C 3.845421 -1.465810 7.421779 0.1 0.0 0.1 -0.82
C 3.240809 -1.418238 6.182573 0.1 -0.1 -0.2 -0.50
H 2.351438 -0.821535 6.045122 -0.1 0.1 0.1 0.33
H 3.440120 -0.909610 8.251937 0.0 0.0 0.1 0.41
Cl 5.747028 -2.300128 9.142603 0.1 0.0 0.2 -0.21
H 6.411747 -3.543109 6.678999 0.1 0.0 0.0 0.40
H 5.338237 -3.444743 4.472517 0.1 -0.1 -0.1 0.30
H 1.752345 -3.128932 -1.473297 -0.1 0.1 -0.1 0.49
H 1.062690 0.900187 -1.361060 0.0 0.1 0.0 0.50
```
Positions in Å, forces in eV/Å.